Run 1
A cluster of 6 separate species, C5H22N2O6 in total, computed with ωB97M-V with the def2-TZVPD basis set.

Positions of all 35 atoms, in Å:
N: -0.69403 -2.82728 -1.65503
C: -1.31592 -1.70585 -0.99908
N: -1.16657 -0.39922 -1.64675
C: 0.05624 0.34176 -1.31388
C: -0.29951 1.77343 -0.81542
C: 0.83954 2.29784 0.09746
C: 0.38218 2.23264 1.51700
O: 0.76918 1.41028 2.32560
H: -1.21386 -3.22556 -2.42363
H: 0.27410 -2.74011 -1.92408
H: -0.86145 -1.58163 -0.01524
H: -2.35426 -1.96995 -0.83580
H: -1.29187 -0.49509 -2.64618
H: 0.74845 0.52934 -2.13436
H: 0.52447 -0.21492 -0.50850
H: -1.21098 1.70290 -0.22738
H: -0.49395 2.35463 -1.71483
H: 1.66344 1.59444 0.01943
H: 1.20628 3.28445 -0.18482
H: -0.34966 2.96380 1.89933
O: 3.08166 -1.13137 -2.42552
H: 3.53668 -0.53497 -1.81163
H: 2.39265 -1.50969 -1.86748
O: 1.13197 -1.27675 2.47436
H: 0.47463 -0.56208 2.45987
H: 1.72246 -0.89045 3.13865
O: -1.92575 0.29189 2.42361
H: -1.46174 -0.54833 2.57778
H: -2.59968 0.09730 3.09726
O: -3.93173 0.36521 -0.95445
H: -4.04625 0.60419 -0.03376
H: -2.98386 0.27397 -1.15897
O: 2.88726 -0.32582 0.59473
H: 2.90039 -1.25618 0.83770
H: 2.25861 0.10351 1.18797

Calculated values
HOMO level = -0.328 Eh
gap between HOMO and LUMO = 9.237 eV
SMILES string = NCNCCCC=O.O.O.O.O.O
LUMO level = 0.324 eV
multiplicity = 1

Run 2
A cluster of 6 separate species, C5H22N2O6 in total, computed with ωB97M-V with the def2-TZVPD basis set.

Positions of all 35 atoms, in Å:
C: -0.06552 2.76749 -0.80604
N: -0.91826 1.76925 -0.06927
C: -0.77922 0.40872 -0.05888
O: 0.00077 -0.12068 -0.84445
C: -1.50223 -0.43255 0.96170
C: -0.45837 -0.46754 2.13851
C: 0.78002 0.43495 2.20674
N: 0.63679 1.81656 2.75296
H: -0.63871 3.25021 -1.54063
H: 0.69105 2.34346 -1.50231
H: 0.26290 3.51277 -0.09917
H: -1.83914 2.09886 0.18247
H: -2.48736 -0.13618 1.31108
H: -1.71437 -1.42276 0.60523
H: -0.96447 -0.26593 3.07475
H: -0.13706 -1.50144 2.13381
H: 1.29007 0.65523 1.24630
H: 1.47331 -0.03886 2.87369
H: 0.21041 2.44265 2.07125
H: 0.20776 1.88680 3.65655
O: 1.33744 -3.22010 -1.36779
H: 0.94691 -2.34901 -1.20016
H: 2.19689 -3.09525 -0.93992
O: 2.18137 -0.98541 -2.01729
H: 2.05403 -1.82096 -2.47157
H: 1.78029 -0.19327 -2.36896
O: -2.21539 -1.94574 -1.58361
H: -1.46026 -2.33959 -2.03886
H: -2.35588 -2.46980 -0.79204
O: 2.48527 -2.03568 0.90838
H: 2.09930 -1.36236 0.33327
H: 3.40492 -1.81034 1.06559
O: -2.33935 1.81197 -2.86707
H: -2.23188 0.83746 -2.94639
H: -1.93199 1.97709 -2.00789

Calculated values
HOMO level = -0.341 Eh
gap between HOMO and LUMO = 9.758 eV
SMILES string = CNC(=O)CCCN.O.O.O.O.O
LUMO level = 0.475 eV
multiplicity = 1

Of the structures shown above, run 2 is the least stable.